{"formula": "C17H19N5O3", "method": "ωB97M-V/def2-TZVPD", "e_lumo_ev": 0.7, "homo_lumo_gap_ev": 8.753, "smiles": "N[C@@H](Cc1c[nH]cn1)C(=O)N[C@@H](Cc1c[nH]c2ccccc12)C(=O)O", "relative_energy_ev": 0.238, "species": ["C", "C", "C", "C", "C", "C", "C", "C", "C", "C", "C", "C", "C", "C", "C", "C", "C", "H", "H", "H", "H", "H", "H", "H", "H", "H", "H", "H", "H", "H", "H", "H", "H", "H", "H", "H", "N", "N", "N", "N", "N", "O", "O", "O"], "positions_angstrom": [[-1.398780, -2.061665, -1.894803], [-1.099091, -1.456362, -0.520123], [-2.252405, -1.036215, -2.691998], [-2.373489, -1.364847, -4.158544], [-2.696736, -2.564396, -4.736969], [-2.324322, -1.015217, -6.253857], [0.107353, 0.262242, 0.723999], [-1.125461, 1.118926, 0.998468], [1.343272, 1.149162, 0.532019], [1.728070, 1.907148, 1.777616], [1.503981, 3.217431, 2.042812], [2.381504, 1.356332, 2.931247], [2.525903, 2.416660, 3.862287], [2.890380, 0.090471, 3.265019], [3.140820, 2.239451, 5.091920], [3.492388, -0.084486, 4.491277], [3.608137, 0.985553, 5.406993], [-1.485565, -4.021172, -1.453579], [-2.822051, -3.250003, -1.066537], [-0.450049, -2.186960, -2.440665], [-1.844721, -0.038440, -2.611021], [-3.249912, -1.002482, -2.210362], [-2.910638, -3.535006, -4.320294], [-2.232640, -0.526422, -7.250395], [-2.826693, -2.979970, -6.819943], [0.305571, -0.247637, -1.331097], [0.223904, -0.381293, 1.617161], [1.164882, 1.882885, -0.290144], [2.183794, 0.490273, 0.255709], [1.045117, 3.972502, 1.430460], [1.926003, 4.427140, 3.728149], [2.813525, -0.775373, 2.582996], [3.246818, 3.079056, 5.778386], [3.847362, -1.074786, 4.765219], [4.073304, 0.802940, 6.375045], [-2.486707, 2.048920, 0.128844], [-2.096393, -3.329290, -1.802095], [-2.141268, -0.409729, -5.103011], [-2.665950, -2.321083, -6.088120], [-0.056630, -0.584208, -0.451271], [1.982396, 3.544140, 3.298380], [-1.776351, -1.728033, 0.455979], [-1.491080, 1.464386, 2.093246], [-1.727554, 1.519457, -0.138406]], "forces_ev_per_angstrom": [[0.06, 0.62, -0.32], [-0.21, -0.17, 0.14], [-0.47, -0.62, 0.12], [-0.04, -0.44, 1.04], [0.06, 0.06, -0.03], [0.06, 0.60, -0.94], [-0.14, -0.50, 0.15], [0.06, 0.10, 0.57], [0.32, 0.61, 0.09], [-0.14, -0.39, -0.39], [0.10, 0.35, 0.28], [0.23, 0.18, 0.35], [-0.09, -0.41, -0.47], [-0.13, -0.38, -0.38], [0.08, 0.36, 0.42], [-0.07, 0.06, 0.28], [0.16, -0.49, 0.01], [0.88, -0.94, 0.35], [0.49, 0.13, -0.60], [-0.23, -0.15, 0.14], [0.20, 0.28, 0.04], [0.37, -0.02, -0.20], [-0.01, 0.17, 0.00], [-0.09, -0.62, 1.01], [-0.08, -0.21, -0.19], [0.07, 0.06, 0.09], [-0.01, 0.35, -0.44], [0.12, -0.62, 0.40], [-0.30, 0.22, -0.10], [-0.10, 0.05, -0.09], [-0.08, 0.86, 0.36], [-0.03, 0.64, 0.31], [-0.02, -0.22, -0.06], [0.04, 0.21, 0.01], [-0.08, 0.09, -0.23], [-0.22, 0.17, 0.05], [-1.22, 0.76, 0.19], [-0.05, -0.07, -0.60], [0.19, 0.55, 0.05], [-0.02, 0.16, 0.02], [-0.01, -1.11, -0.71], [0.06, 0.08, -0.04], [0.16, -0.19, -0.54], [0.13, -0.12, -0.11]]}



{"formula": "C17H19N5O3", "method": "ωB97M-V/def2-TZVPD", "e_lumo_ev": -0.3, "homo_lumo_gap_ev": 7.676, "smiles": "Nc1nc(N)c(CCCCCC(=O)c2nc3ccccc3o2)c(=O)[nH]1", "relative_energy_ev": 1.202, "species": ["O", "O", "N", "N", "O", "C", "C", "C", "C", "C", "C", "C", "C", "C", "C", "C", "C", "N", "N", "N", "C", "C", "C", "C", "C", "H", "H", "H", "H", "H", "H", "H", "H", "H", "H", "H", "H", "H", "H", "H", "H", "H", "H", "H"], "positions_angstrom": [[-0.038152, 4.723701, 0.306197], [2.090042, -3.514119, -2.474235], [2.159499, -4.523292, 0.243123], [-3.710865, 3.254994, -0.213396], [1.293675, -2.588238, 0.970518], [-1.129416, 4.238368, 0.075705], [1.575506, -2.907978, -1.531897], [1.717047, -3.353416, -0.106874], [-3.378179, 4.046654, 0.778082], [-2.733892, 2.850380, -1.043363], [-1.432575, 3.286728, -0.988847], [2.074395, -5.356383, 3.876844], [1.510899, -4.157244, 4.306775], [2.301171, -5.605959, 2.524430], [1.205511, -3.172151, 3.415083], [1.970673, -4.595039, 1.618791], [1.483489, -3.384853, 2.069016], [-4.350970, 4.487410, 1.630562], [-3.164448, 1.907170, -1.917391], [-2.107015, 4.466953, 0.991395], [0.909960, -1.577565, -1.948699], [-0.318322, 2.838160, -1.980747], [1.958607, -0.459362, -2.059368], [0.499125, 1.607463, -1.504771], [1.420789, 0.906261, -2.564144], [2.382720, -6.112906, 4.596021], [1.281360, -3.955049, 5.326918], [2.719583, -6.581683, 2.210501], [0.798783, -2.214173, 3.741391], [-5.282449, 4.373307, 1.216790], [-4.172991, 5.253232, 2.307438], [-2.816698, 2.015951, -2.831632], [-4.137652, 1.730847, -1.816355], [-1.869244, 4.949935, 1.837595], [0.400986, -1.738738, -2.882754], [0.162506, -1.270403, -1.216291], [-0.806598, 2.540404, -2.873083], [0.407767, 3.623538, -2.214256], [2.419959, -0.331944, -1.052771], [2.743790, -0.771183, -2.748257], [1.100267, 1.879615, -0.676785], [-0.221064, 0.864280, -1.135566], [2.245077, 1.565790, -2.786274], [0.837345, 0.760542, -3.475421]], "forces_ev_per_angstrom": [[0.88, 0.46, -0.19], [-0.63, 0.03, 2.30], [-0.54, 0.30, -0.51], [-0.69, 1.10, 1.69], [-0.19, 0.37, -0.52], [1.77, -1.49, -1.12], [0.80, 0.99, -2.83], [0.26, -1.28, 1.12], [-0.28, -0.17, -0.29], [1.16, 0.06, 0.09], [0.85, 0.73, -0.20], [0.41, -0.73, -0.49], [0.05, -0.16, -0.28], [0.13, -0.63, 0.45], [-0.35, 1.78, -0.80], [0.85, -0.18, -0.23], [-0.32, -0.39, -0.18], [-0.35, 0.38, 0.22], [0.17, -0.45, 0.22], [-2.24, -0.19, 0.49], [-0.06, 0.01, 1.58], [0.12, -0.19, 1.53], [0.25, 0.44, 0.27], [-0.72, -0.81, -0.87], [-1.24, -0.05, 1.15], [-0.24, 0.15, -0.08], [0.07, -0.17, 0.69], [-0.27, 0.86, 0.06], [0.04, -0.29, -0.04], [0.60, 0.21, 0.70], [-0.32, -0.95, -1.11], [0.28, -0.28, -1.13], [-0.64, -0.08, -0.28], [0.27, 0.31, 0.02], [-0.03, -0.22, -0.45], [-0.10, -0.04, 0.09], [-0.40, -0.10, -1.19], [-0.48, 0.23, 0.11], [-0.14, 0.05, -0.61], [0.08, -0.17, 0.07], [0.64, 0.38, 0.99], [0.09, 0.09, -0.04], [0.38, 0.15, -0.20], [0.10, -0.07, -0.17]]}



{"formula": "C17H19NO2", "method": "ωB97M-V/def2-TZVPD", "e_lumo_ev": 0.8, "homo_lumo_gap_ev": 9.181, "smiles": "Cc1ccc(C(=O)NCCOc2cccc(C)c2)cc1", "relative_energy_ev": 0.999, "species": ["C", "C", "C", "C", "C", "C", "C", "H", "H", "C", "O", "N", "H", "C", "C", "O", "C", "C", "C", "C", "C", "C", "H", "C", "H", "H", "H", "H", "H", "H", "H", "H", "H", "H", "H", "H", "H", "H", "H"], "positions_angstrom": [[2.333894, -3.910333, 1.413633], [1.217015, -3.010736, 0.982860], [1.114608, -2.603684, -0.343150], [0.093999, -1.772770, -0.760040], [-0.858276, -1.321513, 0.150121], [-0.773295, -1.751853, 1.471375], [0.250011, -2.581810, 1.882758], [0.302756, -2.897152, 2.915129], [-1.527045, -1.413367, 2.166526], [-1.953232, -0.365678, -0.177602], [-2.892485, -0.166800, 0.571039], [-1.831204, 0.282076, -1.367558], [-0.955077, 0.215342, -1.860420], [-2.639625, 1.436002, -1.679385], [-2.035858, 2.725215, -1.087893], [-0.695143, 2.896905, -1.498768], [0.292890, 2.177121, -0.872723], [1.383179, 1.821729, -1.666175], [2.433806, 1.111700, -1.119401], [2.415003, 0.749368, 0.215461], [1.346818, 1.114655, 1.023198], [0.291240, 1.827970, 0.472910], [-0.533009, 2.101827, 1.114091], [1.339433, 0.772415, 2.481288], [0.322407, 0.661592, 2.848448], [1.882198, -0.152116, 2.662026], [1.822165, 1.567580, 3.050786], [3.233552, 0.184239, 0.635359], [3.270295, 0.832751, -1.743104], [1.383800, 2.113291, -2.705219], [-2.574651, 3.594043, -1.472910], [-2.130444, 2.705150, 0.000859], [-3.631302, 1.278510, -1.250631], [-2.712380, 1.523781, -2.765556], [0.045699, -1.500422, -1.804341], [1.850066, -2.942995, -1.058708], [2.133371, -4.932882, 1.092756], [2.441813, -3.908773, 2.495436], [3.274359, -3.599473, 0.962723]], "forces_ev_per_angstrom": [[-0.03, -0.06, -0.03], [-0.02, 0.05, -0.04], [0.02, -0.03, 0.04], [-0.16, 0.05, 0.04], [0.16, -0.28, 0.29], [-0.16, 0.09, -0.14], [0.04, -0.02, -0.08], [0.02, -0.02, 0.11], [-0.06, 0.05, 0.05], [0.01, 0.02, -0.37], [-0.09, 0.12, 0.22], [0.05, -0.10, -0.27], [-0.05, -0.05, 0.14], [0.02, 0.39, 0.18], [-0.52, -0.35, 0.01], [0.35, -0.05, -0.04], [0.34, 0.00, -0.03], [-0.29, 0.13, -0.06], [0.02, -0.03, 0.05], [0.05, 0.01, 0.06], [0.09, -0.02, -0.11], [-0.17, 0.23, -0.11], [-0.12, 0.01, 0.04], [0.05, 0.08, 0.03], [-0.06, -0.04, 0.08], [0.01, -0.07, 0.06], [0.02, 0.02, 0.09], [0.09, -0.08, 0.06], [0.08, -0.02, -0.06], [-0.02, 0.03, -0.12], [0.02, -0.08, 0.10], [0.01, 0.05, -0.08], [0.03, 0.05, -0.13], [-0.04, 0.02, 0.08], [0.01, 0.05, -0.08], [0.08, -0.03, -0.08], [0.06, -0.08, 0.02], [0.05, -0.03, 0.06], [0.09, -0.02, 0.01]]}



{"formula": "C17H19NO3S", "method": "ωB97M-V/def2-TZVPD", "e_lumo_ev": 0.4, "homo_lumo_gap_ev": 7.949, "smiles": "Cc1ccc(Nc2scc(O)c2C(=O)OCC2CC2)cc1C", "relative_energy_ev": 4.534, "species": ["O", "O", "O", "S", "C", "C", "C", "C", "C", "C", "C", "C", "C", "C", "C", "N", "C", "C", "C", "C", "C", "C", "H", "H", "H", "H", "H", "H", "H", "H", "H", "H", "H", "H", "H", "H", "H", "H", "H", "H", "H"], "positions_angstrom": [[-2.688273, 2.700698, -2.236502], [-0.579336, 4.102282, -3.340472], [-2.603151, 0.803445, -0.985048], [1.972952, 1.411945, -2.285919], [-1.992464, 1.826220, -1.676426], [1.243402, 2.858449, -2.948476], [-0.052969, 2.997463, -2.701353], [-0.631653, 1.887036, -2.010369], [0.354358, 0.897455, -1.782842], [-0.026004, -2.193739, 0.063865], [0.623617, -3.188941, 0.791727], [2.104181, -1.041186, -0.237690], [0.698128, -1.132589, -0.482378], [1.944697, -3.058749, 1.020580], [2.737709, -2.055712, 0.420629], [-0.151718, -0.313018, -1.366773], [2.577064, -4.030644, 2.012392], [4.273265, -2.069688, 0.376929], [-3.628782, 1.232905, -0.049750], [-1.936707, 1.307880, 2.055278], [-3.274720, 1.949590, 2.502893], [-2.865283, 2.029432, 1.045047], [-1.522692, 4.207412, -3.081513], [1.818709, 3.468166, -3.494246], [-1.115801, -2.426961, 0.007693], [0.132618, -3.914084, 1.345417], [2.684226, -0.256756, -0.610099], [-1.116337, -0.408143, -1.127127], [2.217724, -5.132129, 1.951624], [3.657998, -4.151254, 1.833471], [2.382163, -3.600549, 2.999891], [4.676070, -2.862301, -0.188307], [4.576081, -2.329508, 1.433394], [4.720199, -1.159482, 0.166444], [-4.149832, 0.399452, 0.388231], [-4.424972, 1.858720, -0.497162], [-0.997316, 1.754564, 2.169171], [-1.872284, 0.323460, 1.782975], [-3.057619, 2.757011, 3.143256], [-4.123323, 1.427617, 2.761548], [-2.583925, 3.124234, 0.829997]], "forces_ev_per_angstrom": [[0.13, -0.97, 1.80], [-1.42, -0.50, 1.21], [0.29, 0.22, -0.01], [-2.06, -0.43, 0.11], [-3.37, 1.68, -2.34], [0.16, -2.59, 2.08], [-0.15, 1.27, -1.75], [2.72, -0.98, 0.46], [-2.33, 0.72, -0.08], [-0.52, -1.36, 0.40], [0.13, 2.67, -0.54], [-2.66, -0.55, -0.73], [-1.65, -0.46, -0.62], [2.82, -1.32, 0.48], [0.46, -0.36, -0.20], [4.94, -0.69, 1.54], [0.26, -1.49, -0.66], [-1.77, -1.51, 3.85], [0.89, 2.09, 1.00], [-2.89, 1.70, -1.57], [2.93, -0.34, -1.33], [-0.17, 2.06, 0.76], [0.62, -0.44, -0.15], [1.98, 2.27, -1.75], [0.78, 1.11, -0.65], [-1.25, -1.39, 0.55], [0.64, 1.04, -0.66], [-0.55, 0.51, -0.05], [0.02, 1.99, 0.13], [-0.37, 0.32, 0.36], [0.28, -0.48, 0.11], [0.27, -0.85, -1.08], [0.11, 0.41, -0.95], [0.59, 1.79, -0.74], [0.36, -0.81, -0.08], [0.77, -0.22, -0.23], [0.97, 0.83, 0.78], [0.00, -2.61, -0.04], [-0.23, 1.22, 0.32], [-1.44, -1.58, 0.62], [-0.30, -1.98, -0.37]]}



{"formula": "C17H20BClN6Zn", "method": "ωB97M-V/def2-TZVPD", "e_lumo_ev": 0.7, "homo_lumo_gap_ev": 8.416, "relative_energy_ev": 0.030, "species": ["H", "N", "B", "N", "C", "Zn", "H", "C", "H", "C", "H", "C", "H", "H", "H", "N", "N", "N", "N", "C", "C", "H", "H", "C", "C", "C", "C", "H", "H", "H", "H", "H", "Cl", "C", "C", "C", "C", "C", "C", "C", "H", "H", "H", "H", "H", "H"], "positions_angstrom": [[0.509286, 3.461915, 0.021790], [0.322577, 1.849595, -1.336957], [-0.039583, 0.381458, -3.362749], [0.334550, 1.759587, -2.723503], [0.576839, 2.982163, -3.233608], [0.338730, 0.275369, -0.058938], [0.601699, 3.139642, -4.296726], [0.747354, 3.878516, -2.180863], [0.987431, 4.921367, -2.240391], [0.537463, 3.136807, -1.008922], [-0.104215, 0.442053, -4.552721], [-1.984728, -2.115085, 1.957723], [-1.494443, -2.635499, 2.792287], [-1.201056, -1.644564, 1.332187], [-2.499483, -2.891010, 1.372531], [-1.424420, -0.008764, -2.754697], [0.928193, -0.734966, -2.871674], [-1.649824, -0.128073, -1.395809], [1.043969, -0.979562, -1.506889], [-2.548118, -0.276012, -3.442010], [1.660172, -1.641794, -3.547950], [-2.535656, -0.219611, -4.521071], [1.695958, -1.636143, -4.629795], [-3.549379, -0.585075, -2.533537], [2.278187, -2.489464, -2.631361], [-2.944387, -0.483790, -1.260107], [1.847229, -2.053111, -1.367011], [-4.563478, -0.847535, -2.769743], [2.943970, -3.305070, -2.851326], [-3.410303, -0.658615, -0.298265], [2.081198, -2.476081, -0.392944], [-2.665482, -1.336226, 2.338196], [-0.401676, 2.516157, 2.795472], [0.324751, 1.224516, 3.651090], [0.032114, 1.074523, 5.003469], [0.404684, -0.098585, 5.673807], [1.125344, -1.074504, 4.982667], [1.483668, -0.897716, 3.654447], [1.159782, 0.299181, 2.965983], [1.606809, 0.527096, 1.593197], [-0.518811, 1.862314, 5.522951], [0.140619, -0.227639, 6.728238], [1.408639, -1.992577, 5.492514], [2.040346, -1.662060, 3.117293], [1.972197, 1.553383, 1.431567], [2.401295, -0.186525, 1.342155]], "forces_ev_per_angstrom": [[0.16, -0.15, -0.07], [0.14, 1.22, -0.89], [-0.42, -0.04, 1.05], [0.21, 0.17, 1.50], [0.07, -0.19, 0.80], [-0.06, 0.10, -0.07], [0.06, -0.02, -0.08], [-0.27, -0.21, -0.04], [-0.08, 0.17, -0.11], [0.10, -0.83, -1.26], [0.11, -0.01, -0.06], [0.39, -0.13, -0.03], [-0.12, 0.36, -0.13], [-0.41, -0.24, 0.29], [-0.02, 0.49, 0.08], [-0.30, 0.04, 0.77], [0.60, -0.32, 1.25], [-0.67, -0.28, -0.38], [0.76, -0.96, -1.19], [-0.02, -0.02, 0.67], [0.00, 0.09, 0.70], [-0.12, -0.04, 0.13], [-0.02, 0.07, 0.20], [0.28, 0.05, 0.11], [-0.31, 0.19, 0.01], [0.71, 0.26, -1.20], [-0.28, 0.66, -0.94], [-0.10, -0.02, 0.06], [-0.05, -0.04, -0.01], [0.32, 0.09, -0.06], [-0.11, 0.32, -0.22], [0.22, -0.45, -0.20], [-0.07, 0.70, -0.41], [0.95, -1.35, 0.49], [-0.20, -0.42, 0.17], [0.16, 0.47, -0.16], [-0.22, -0.17, 0.14], [-0.14, 1.03, -0.03], [-0.83, -0.20, 0.78], [-0.48, -0.27, -1.22], [0.07, -0.32, -0.21], [0.16, 0.03, -0.44], [-0.07, 0.12, -0.07], [0.01, 0.12, 0.15], [-0.10, -0.31, 0.07], [0.01, 0.25, 0.06]]}